Below is 11 unconnected molecules or ions with the total composition C26H79N5O11, with properties calculated with ωB97M-V/def2-TZVPD.

The value obtained for the energy above the lowest of the compared OMol25 structures with the same formula, charge and spin is 0.4 kcal per mole. As for the SMILES: COC[C@H](C)N.COC[C@H](C)N.COC[C@H](C)N.COC[C@H](C)N.COC[C@H](C)N.CCO.CCO.CCO.O.O.O. As for the orbital gap: 8.724 eV. The spin multiplicity is 1. The value obtained for the largest force on an atom is 2.21 eV/Å. The LUMO energy is -0.17 eV. Its molecular weight is 637.942 u.

XYZ file:
```
121
Properties=species:S:1:pos:R:3:forces:R:3:lowdin_charge:R:1
H 3.4097 -3.7408 1.5002 0.1 0.2 -0.1 0.078
H 0.4720 0.4108 4.2178 0.4 0.3 0.1 0.086
C 1.1677 -0.4073 4.0271 -0.2 -1.9 0.6 -0.285
H -1.2214 -0.0010 -5.8367 -0.1 0.2 0.0 0.096
H -2.1422 -0.2106 -1.6954 -0.3 0.2 0.0 0.116
O 0.4155 2.9905 7.7179 0.4 0.4 -0.9 -0.209
H -4.1809 -4.4911 -4.2710 0.1 -0.4 0.4 0.069
H 0.4743 -2.0647 3.3445 -0.4 -0.2 0.1 0.023
H 0.0079 -1.6336 -2.5920 -0.5 0.0 0.4 0.061
H -5.0069 -0.5827 -4.7953 -0.1 -0.2 -0.3 0.096
C 1.6034 2.2609 7.4990 0.6 -0.1 0.8 -0.119
C -2.3499 -3.9547 -3.5487 0.6 -1.0 -1.2 -0.400
H -3.0755 -4.4816 -5.3326 0.4 -0.5 0.0 0.078
H 2.2991 -0.1507 5.9365 -0.2 -0.2 0.0 0.045
H 5.4397 -0.8354 0.8344 -0.9 -0.6 -0.1 0.131
C -1.2334 1.7088 6.3905 1.1 1.1 -0.6 -0.438
H -1.9932 2.3667 4.4938 -0.2 0.4 0.1 0.064
H 2.9183 -2.0974 2.0055 0.0 0.1 -0.3 0.066
O 3.4947 0.1863 -0.0639 0.0 0.2 -0.4 -0.172
O -1.3152 3.7706 -1.0030 -0.1 0.1 -0.1 -0.044
H 7.7415 -0.9977 0.2513 0.1 -0.1 -0.3 0.074
H -1.9856 -2.4485 -5.1014 -0.3 -0.7 -0.2 0.111
C 0.3431 -0.8319 -1.9137 0.8 -0.6 -1.2 -0.127
C -0.4492 5.4453 1.9966 -0.7 -0.8 0.1 -0.310
H 2.8388 -1.4952 4.8908 -0.1 -0.1 0.0 0.070
O -5.0481 -3.0191 -1.6725 0.1 0.0 0.0 -0.058
C -3.9493 -0.8033 -4.7232 1.3 0.5 1.3 -0.083
H 2.1212 1.0686 -1.4296 0.4 -0.4 -0.3 0.070
H 0.3918 0.0446 -2.5699 -0.2 0.3 0.4 0.077
C 2.5854 -3.1261 1.8714 0.3 -0.6 0.9 -0.089
H -0.2683 -4.1217 -2.9906 0.4 0.2 -0.5 0.071
H -0.6389 -4.3276 -4.7981 0.4 0.4 0.2 0.065
H -1.1601 1.1820 -1.1319 -0.1 0.1 -0.1 0.105
H -0.8908 -5.6049 -3.6882 -0.4 0.0 0.3 0.078
H -3.2614 -1.5308 -0.0734 -0.3 0.3 -0.1 0.072
H -0.8606 2.5659 -3.5657 0.8 -0.3 0.1 0.069
H -2.4620 1.5798 8.0125 -0.1 -0.2 -0.3 0.074
H -2.3821 5.1881 3.0868 0.3 -0.1 0.1 0.069
O 0.3986 -1.6330 4.2078 0.4 0.7 -0.5 -0.105
H -1.8456 -1.7329 -3.5954 0.3 -0.7 0.7 0.104
C 0.6276 -0.9928 -5.6643 1.3 -0.2 0.4 -0.438
H -1.8336 1.5793 -4.5996 0.0 0.0 0.0 0.071
H -2.9524 1.0839 0.4109 -0.5 -0.3 -0.2 0.125
H 3.1243 0.1884 4.4099 0.3 -0.1 0.4 0.072
H -2.1875 -1.6456 1.1103 -0.3 -0.2 0.3 0.066
H -2.6179 -4.0244 -2.4947 -0.2 0.0 -0.1 0.138
H 2.3914 -3.5146 2.8775 -0.3 0.0 -0.1 0.080
H -1.9975 6.8192 2.4750 -0.1 -0.1 0.2 0.074
H 7.1113 0.5770 0.5891 -0.3 0.1 -0.1 0.075
H -2.2534 3.9259 -1.1694 0.1 0.0 0.1 0.060
H -0.6646 3.7625 1.0724 0.0 -0.1 0.0 0.029
O -0.2464 4.0315 1.9014 0.2 0.3 -0.1 -0.107
C -1.2950 0.5758 1.6009 0.1 -0.2 0.0 -0.027
N 5.7079 -2.1664 -0.7763 -0.1 -0.2 0.5 0.039
H 1.8255 -2.7541 0.0241 -0.5 -0.1 -0.3 0.098
H 1.2997 -4.3083 0.6423 -0.8 0.0 0.3 0.115
H -3.2062 2.4874 5.8621 0.3 0.5 -0.1 0.078
H -0.5008 1.2670 1.3130 -0.2 0.1 -0.3 0.072
H -0.9229 1.5090 8.3323 0.1 -0.4 0.1 0.060
C -0.1637 0.2811 -5.8643 -0.3 0.3 0.3 -0.188
H -4.5699 -2.9329 -2.5108 -0.2 0.3 0.1 -0.013
O -0.3991 -0.6909 -0.7430 -0.2 0.2 0.2 -0.198
O -5.5821 0.5108 1.2603 0.2 0.2 0.1 -0.076
H -0.5301 1.0339 5.8903 -0.1 -0.2 0.2 0.105
H -1.8056 1.0408 2.4434 -0.1 -0.3 0.1 0.073
O 0.1709 1.1807 -4.8041 -0.1 -0.3 0.6 -0.195
H 2.1657 2.4562 6.5807 -0.7 0.1 -0.4 0.089
H 6.2259 -2.2253 -1.6401 -0.2 0.0 -0.2 0.073
H 1.4931 -0.3858 2.9839 -0.1 0.3 0.0 0.091
H -2.5109 5.5954 1.3702 0.0 -0.3 0.0 0.062
H 2.9935 2.2126 -0.4367 0.7 -0.2 -0.1 0.093
N 0.2820 -2.0360 -6.6274 -0.2 0.7 -0.7 0.046
H 2.2940 -0.2298 -4.6363 0.4 0.3 -0.2 0.066
C -0.9313 -4.5194 -3.7628 -0.3 0.2 0.4 -0.056
C 2.6043 1.1862 -0.4578 -1.2 1.2 0.4 -0.131
H -3.4973 -0.0468 -4.0600 -0.2 0.3 -0.1 0.073
H -0.8597 4.4425 -1.5250 0.0 -0.1 0.1 0.057
C -1.9167 5.7419 2.2765 0.0 1.1 -0.5 -0.090
H -0.1776 5.9286 1.0517 0.2 0.1 0.1 0.103
C -0.8627 2.0927 -4.5488 -1.1 0.3 -0.5 -0.110
C -2.3711 1.9364 5.4214 -0.5 -0.9 0.0 -0.071
H 7.4528 0.1984 -1.0732 0.1 -0.3 -0.1 0.071
H 1.3704 -1.1232 -1.6870 0.0 0.2 0.4 0.084
O -3.7505 -2.0404 -4.0758 -0.7 -1.1 -0.6 -0.233
H 0.1906 5.8298 2.7895 0.1 -0.1 0.0 0.108
H 0.6624 -2.9486 -6.4092 0.1 0.1 0.5 0.066
C -0.4286 3.0528 6.5716 -0.9 0.1 0.6 -0.181
H 0.1025 3.4136 5.6841 0.3 -0.7 -0.1 0.120
C 1.4232 -3.2568 0.9151 1.4 1.0 -0.4 -0.296
C 2.1363 -0.6696 -5.6220 -0.7 -0.4 0.7 -0.044
H 0.7697 -1.7658 -7.4803 -0.3 -0.2 -0.2 0.078
H 2.6954 -1.6055 -5.6499 0.2 0.1 -0.2 0.077
H 2.4365 0.0162 -6.4121 0.1 0.0 0.0 0.083
H 1.7775 1.2734 0.2518 0.1 -0.6 0.2 0.083
N -3.2198 -4.8361 -4.3802 -0.8 1.3 0.0 0.046
H 5.0937 1.1240 -1.0202 -0.2 0.1 0.1 0.120
C 7.0739 -0.2329 -0.1433 -0.3 0.1 -0.2 -0.070
C 5.6370 -0.8300 -0.2408 1.7 1.1 0.8 -0.431
H -0.7868 -0.3333 1.9215 0.0 0.1 0.3 0.057
H 4.7927 -2.5855 -0.8457 0.0 -0.1 -0.2 0.064
O 0.2966 -2.5535 1.4077 -0.2 -0.5 0.0 -0.085
C -2.4140 -2.5420 -4.0907 0.2 2.2 -0.1 -0.206
H -4.6858 0.1600 1.3896 -0.2 -0.3 0.0 -0.011
H -1.0989 3.8964 6.7719 -0.3 -0.3 0.3 0.121
H -0.8968 2.8971 -5.2962 0.1 -0.1 0.0 0.093
C -2.2749 0.2269 0.4699 1.0 0.3 -0.8 -0.398
H -3.3666 -0.6925 -5.6403 -0.5 -0.4 -0.4 0.081
H 4.4126 -0.2659 -1.8896 -0.3 0.2 -0.1 0.123
C 2.4243 -0.4923 4.9122 -0.2 1.2 -0.9 -0.067
H 0.0207 0.8415 -6.7848 0.1 -0.5 -0.4 0.136
C 4.6435 0.1337 -0.8945 0.4 -0.5 0.3 -0.195
H -5.6505 -2.2676 -1.6544 0.0 -0.1 0.0 0.040
H 1.4131 1.1901 7.6085 0.1 -0.1 -0.2 0.080
H -5.8246 0.8888 2.1119 0.0 -0.1 -0.1 0.030
H -2.8319 0.9834 5.1405 0.2 -0.1 0.0 0.081
N -1.6072 1.1369 7.6737 -0.2 0.5 0.3 0.055
H 0.3863 -1.3288 -4.6507 -0.3 -0.2 -0.2 0.105
H 2.3137 2.5693 8.2705 -0.2 -0.2 0.2 0.088
N -2.9330 -1.0503 0.7606 0.3 0.3 0.3 0.073
H -0.0867 -2.0145 0.6982 0.2 0.0 -0.1 0.049
C -1.5316 0.1852 -0.8786 0.5 -0.2 0.4 -0.151
```
Positions in Å, forces in eV/Å.

Below is a single C5H12O2 molecule, with properties calculated with ωB97M-V/def2-TZVPD.

The value obtained for the energy above the lowest of the compared OMol25 structures with the same formula, charge and spin is 12.6 kcal per mole. As for the SMILES: CC[C@@H](O)[C@@H](C)O. As for the orbital gap: 10.859 eV. The spin multiplicity is 1. The value obtained for the largest force on an atom is 0.29 eV/Å. The LUMO energy is 0.80 eV. Its molecular weight is 104.149 u.

XYZ file:
```
19
Properties=species:S:1:pos:R:3:forces:R:3:lowdin_charge:R:1
C -0.0411 0.4008 -0.0118 -0.3 0.0 -0.1 -0.375
O 1.2286 0.9648 0.2672 0.2 -0.2 0.1 -0.025
H -1.9457 1.8530 1.5199 0.1 -0.1 0.1 0.073
H 1.7915 0.1994 0.4593 0.1 0.2 0.1 0.095
H 0.8756 -1.3000 -2.9262 0.0 0.1 0.1 0.081
H -0.8686 -1.2027 -1.1790 0.1 0.0 0.1 0.145
C -1.2159 1.2553 2.0801 0.0 0.1 0.0 -0.104
C 0.8507 -0.4412 -2.2435 0.0 0.0 0.0 -0.043
H -1.6548 -0.5853 1.0317 0.1 0.1 0.0 0.116
H -1.6848 0.9640 3.0264 0.1 0.0 -0.1 0.070
C -0.7800 0.0312 1.2789 0.0 -0.1 0.0 -0.208
C 0.1301 -0.7983 -0.9493 -0.2 0.2 -0.1 -0.398
O 0.8862 -1.7538 -0.2053 0.1 -0.2 -0.1 -0.037
H 1.8780 -0.1324 -2.0281 -0.1 0.0 0.0 0.085
H -0.3582 1.8966 2.3065 -0.1 -0.1 0.0 0.074
H -0.6084 1.1753 -0.5462 0.1 -0.1 0.0 0.153
H 0.3525 0.3839 -2.7620 0.0 -0.1 0.1 0.088
H 1.2724 -2.3855 -0.8238 -0.1 0.1 0.1 0.097
H -0.1152 -0.6000 1.8812 -0.1 0.1 -0.1 0.116
```
Positions in Å, forces in eV/Å.

Below is a single C4H9NS molecule, with properties calculated with ωB97M-V/def2-TZVPD.

The value obtained for the energy above the lowest of the compared OMol25 structures with the same formula, charge and spin is 47.5 kcal per mole. As for the orbital gap (alpha / beta): 6.490 / 5.997 eV. The spin multiplicity is 3. The value obtained for the largest force on an atom is 4.20 eV/Å. The LUMO energy (alpha / beta) is 0.80 / -2.27 eV. Its molecular weight is 103.190 u.

XYZ file:
```
15
Properties=species:S:1:pos:R:3:forces:R:3:lowdin_spin:R:1
H -1.9219 0.9473 0.9474 -0.1 0.1 0.0 0.003
H 0.2058 -0.7332 -2.8279 0.1 0.1 0.6 0.005
H -1.5698 -0.5547 1.8474 0.4 0.6 -0.7 0.032
H 0.7364 0.9938 -1.0665 -0.5 0.1 -0.2 0.028
H -0.5848 -1.7000 -1.5933 -1.1 -0.4 0.2 0.000
N -0.1436 -0.0053 0.3842 1.9 1.3 3.5 0.623
C -1.1102 0.3708 1.3824 -2.3 -2.4 -1.5 0.079
S 2.6281 0.6912 0.4075 1.6 0.8 -1.1 0.567
H -0.6902 0.8388 2.2004 1.2 1.3 1.4 0.021
C -0.2150 0.4371 -0.9368 1.6 -1.1 -0.9 0.065
H 1.0288 -1.2253 -1.2632 -0.3 0.2 -0.7 0.002
C 1.3703 0.1030 1.1718 -2.9 -2.0 1.7 0.507
C 0.0863 -0.8910 -1.7422 0.8 1.0 -0.2 0.049
H -1.0374 1.1100 -1.0901 -0.7 -0.2 -0.6 0.001
H 1.2171 -0.3826 2.1789 0.1 0.6 -1.5 0.020
```
Positions in Å, forces in eV/Å.